56
Properties=species:S:1:pos:R:3 method="wB97M-V/def2-TZVPD" orbital_gap_ha=0.3417 max_force_ha_per_bohr=0.0030 e_lumo_ev=0.7 total_energy_ha=-1298.9106 mol_weight_g_mol=388.47 multiplicity=1 de_lowest_kcal_mol=45.4 smiles="C[C@@H]1ON=C(C(=O)NCC[C@H]2CCCN(C(=O)c3ccc(N)c(O)c3)C2)[C@H]1C"
C 2.138 1.311 -6.163
C 2.316 -0.057 -5.539
O 1.015 -0.714 -5.476
N 0.543 -0.631 -4.186
C 1.466 -0.225 -3.412
C 1.231 -0.050 -1.947
O 2.137 0.328 -1.221
N -0.016 -0.327 -1.520
C -0.372 -0.220 -0.117
C 0.078 -1.433 0.691
C -0.278 -1.343 2.171
C -0.011 -2.669 2.883
C -0.298 -2.575 4.379
C 0.453 -1.407 5.013
N 0.168 -0.169 4.294
C -0.831 0.694 4.654
O -1.430 1.377 3.837
C -1.143 0.832 6.116
C -0.152 0.931 7.084
C -0.506 1.155 8.407
C -1.834 1.243 8.794
N -2.164 1.492 10.158
C -2.820 1.162 7.805
O -4.118 1.295 8.214
C -2.476 0.969 6.478
C 0.506 -0.237 2.878
C 2.791 -0.019 -4.086
C 3.780 -1.121 -3.711
H 3.105 1.806 -6.266
H 1.682 1.226 -7.149
H 1.496 1.932 -5.536
H 2.945 -0.697 -6.159
H -0.681 -0.655 -2.201
H 0.086 0.690 0.271
H -1.454 -0.098 -0.050
H -0.380 -2.330 0.263
H 1.161 -1.544 0.580
H -1.344 -1.099 2.269
H -0.609 -3.465 2.431
H 1.041 -2.941 2.731
H -1.371 -2.427 4.540
H -0.021 -3.503 4.884
H 0.179 -1.300 6.058
H 1.532 -1.585 4.967
H 0.890 0.868 6.800
H 0.250 1.273 9.172
H -2.943 2.133 10.226
H -2.420 0.641 10.645
H -4.694 1.281 7.443
H -3.238 0.940 5.707
H 1.579 -0.448 2.798
H 0.313 0.738 2.442
H 3.206 0.957 -3.827
H 3.984 -1.101 -2.642
H 3.376 -2.101 -3.974
H 4.721 -0.984 -4.247

***

61
Properties=species:S:1:pos:R:3 method="wB97M-V/def2-TZVPD" orbital_gap_ha="0.2284 / 0.2283" max_force_ha_per_bohr=0.0323 e_lumo_ev="-3.8 / -3.8" total_charge=+1 total_energy_ha=-11652.3445 mol_weight_g_mol=1121.58 multiplicity=1 de_lowest_kcal_mol=39.5
W -0.626 0.574 -0.797
Se -0.625 3.099 -1.891
Sb -1.956 2.667 0.099
Se -2.359 -0.278 -2.080
Se 0.507 1.389 1.222
Se -3.329 4.035 1.403
C -3.902 -1.602 0.877
Te -2.042 -0.711 1.447
C -3.381 0.421 2.686
C -4.370 -0.636 3.104
C -5.011 -0.623 4.334
C -5.916 -1.627 4.653
C -6.177 -2.645 3.747
C -5.535 -2.665 2.516
C -4.633 -1.662 2.191
H -3.761 -2.565 0.392
H -4.370 -0.913 0.172
H -3.848 1.201 2.085
H -2.853 0.881 3.516
H -4.803 0.168 5.043
H -6.412 -1.616 5.614
H -6.877 -3.430 4.000
H -5.735 -3.462 1.810
C 2.866 2.229 -1.303
N 2.485 2.064 -2.699
C 3.082 2.972 -3.677
C 3.048 2.351 -5.055
C 1.630 1.927 -5.367
N 1.106 1.083 -4.294
C 0.027 0.165 -4.640
C 1.499 1.226 -3.027
O 0.965 0.485 -2.115
H 3.859 2.676 -1.277
H 2.887 1.262 -0.809
H 2.167 2.877 -0.774
H 4.106 3.167 -3.364
H 2.545 3.926 -3.665
H 3.709 1.482 -5.086
H 3.397 3.067 -5.798
H 1.593 1.347 -6.288
H 0.980 2.798 -5.500
H 0.198 -0.191 -5.655
H -0.943 0.661 -4.595
H 0.024 -0.683 -3.963
C 1.732 -2.153 4.176
C 2.163 -1.894 2.773
C 3.418 -1.511 2.389
C 3.650 -1.252 1.033
N 2.687 -1.356 0.113
C 1.475 -1.717 0.500
S 0.127 -1.856 -0.602
N 1.236 -2.014 1.799
C 4.993 -0.812 0.556
H 2.591 -2.320 4.820
H 1.069 -3.017 4.232
H 1.186 -1.282 4.547
H 4.205 -1.412 3.121
H 0.281 -2.252 2.044
H 5.789 -1.221 1.175
H 5.048 0.278 0.618
H 5.135 -1.099 -0.483

***

53
Properties=species:S:1:pos:R:3 method="wB97M-V/def2-TZVPD" orbital_gap_ha="0.2520 / 0.2151" max_force_ha_per_bohr=0.0626 e_lumo_ev="0.5 / -2.1" total_energy_ha=-1492.6046 mol_weight_g_mol=449.42 multiplicity=5 de_lowest_kcal_mol=0.0
O 0.503 0.326 -7.910
C 0.351 1.626 -8.554
C 0.114 1.026 -9.947
H 1.271 2.219 -8.484
H -0.511 2.175 -8.159
C 0.322 -0.324 -9.204
H 0.889 1.262 -10.677
H -0.895 1.174 -10.335
C 1.563 -1.057 -9.663
H 2.433 -0.395 -9.690
H 1.400 -1.452 -10.671
H 1.775 -1.901 -8.999
C -0.892 -1.225 -9.218
H -1.792 -0.687 -8.908
H -0.733 -2.077 -8.549
H -1.050 -1.613 -10.230
Rh -0.256 -0.201 0.719
C -2.236 -0.524 1.309
C -1.990 0.888 1.447
C -1.827 1.432 0.139
H -1.996 1.431 2.392
C -2.061 0.410 -0.804
C -2.204 -0.826 -0.104
H -2.383 -1.801 -0.545
H -2.451 -1.223 2.113
H -1.571 2.460 -0.080
H -2.225 0.530 -1.869
C 1.310 -1.650 1.570
C 0.303 -2.212 0.691
C 0.684 -1.854 -0.660
H -0.515 -2.868 0.982
C 1.940 -1.174 -0.596
C 2.316 -1.034 0.753
H 3.221 -0.552 1.110
H 1.306 -1.807 2.646
H 0.170 -2.192 -1.557
H 2.524 -0.871 -1.463
O 0.335 0.559 -2.233
C -0.022 -0.269 -3.358
C -0.301 0.650 -4.534
H -0.883 -0.895 -3.082
H 0.813 -0.950 -3.583
C 0.569 1.873 -4.205
H -1.359 0.938 -4.499
H -0.079 0.200 -5.503
C 0.521 1.909 -2.685
H 0.224 2.797 -4.668
H 1.598 1.667 -4.527
H -0.325 2.522 -2.335
H 1.432 2.307 -2.225
S 0.753 1.140 2.358
C 0.168 0.341 3.713
N -0.251 -0.225 4.656

***

50
Properties=species:S:1:pos:R:3 method="wB97M-V/def2-TZVPD" orbital_gap_ha=0.2881 max_force_ha_per_bohr=0.0931 e_lumo_ev=-7.3 total_charge=+2 total_energy_ha=-1593.8278 mol_weight_g_mol=327.41 multiplicity=1
C 1.026 1.464 -1.948
H 0.762 2.398 -2.454
H 1.813 1.766 -1.211
H -0.044 1.191 -1.373
C 1.543 0.415 -2.939
H 2.100 -0.400 -2.429
H 0.703 -0.071 -3.452
C 2.470 1.067 -3.987
H 2.897 0.322 -4.667
H 1.914 1.793 -4.588
H 3.299 1.599 -3.505
C 0.873 -0.572 1.889
C 2.065 -1.010 1.218
C 2.796 0.165 0.817
C 2.023 1.318 1.202
C 0.828 0.857 1.843
C -0.187 1.716 2.507
C 2.468 2.735 1.113
C 4.135 0.199 0.171
C 2.468 -2.423 0.995
C -0.135 -1.449 2.544
Sc 0.815 0.075 -0.403
H 1.638 3.417 1.327
H 3.267 2.941 1.842
H 2.866 2.984 0.121
H -0.124 2.747 2.144
H -1.204 1.349 2.321
H -0.036 1.738 3.598
H -0.161 -2.440 2.076
H 0.089 -1.594 3.612
H -1.141 -1.017 2.476
H 3.156 -2.510 0.147
H 2.972 -2.843 1.877
H 1.594 -3.053 0.788
H 4.183 0.955 -0.626
H 4.921 0.451 0.900
H 4.388 -0.773 -0.268
N -1.347 -0.168 -0.459
C -2.488 -0.447 -0.367
C -3.836 -0.862 -0.315
C -4.141 -2.237 -0.365
C -5.469 -2.655 -0.312
C -6.498 -1.709 -0.219
C -6.200 -0.341 -0.170
C -4.874 0.089 -0.220
H -3.327 -2.963 -0.445
H -5.697 -3.722 -0.345
H -7.537 -2.039 -0.184
H -7.000 0.398 -0.092
H -4.624 1.151 -0.188